The molecule C5H9ClN2 in a non-equilibrium geometry, computed with ωB97M-V with the def2-TZVPD basis set.

The geometry in XYZ format:
```
17
Properties=species:S:1:pos:R:3:nbo_charge:R:1
N -1.9374 -0.8946 0.2959 -0.83
C -0.6356 -0.4476 0.1186 0.10
C 0.6897 -1.0674 0.5442 -0.43
C 1.6070 0.2407 0.7703 -0.24
N 0.8741 1.5385 0.5932 -0.63
C -0.4843 0.9388 -0.0178 -0.07
C -0.3854 0.2694 -1.3999 -0.33
Cl -1.4865 0.3057 -2.6655 0.04
H -2.5513 -1.1749 -0.5285 0.39
H -2.4183 -0.5477 0.9534 0.35
H 1.2009 -1.7366 -0.2837 0.23
H 0.2447 -1.7021 1.4962 0.24
H 2.4632 0.1602 -0.0357 0.17
H 2.1599 0.1868 1.6905 0.21
H 1.3173 2.2591 -0.1069 0.38
H -1.4167 1.5521 0.2506 0.22
H 0.7587 0.1194 -1.6748 0.22
```

For the LUMO energy, the calculation gives 0.946 eV. The SMILES is N[C@]12CCN[C@H]1[C@@H]2Cl. Its total charge is 0. For the total energy, the calculation gives -765.474120 hartree. The value obtained for the HOMO-LUMO gap is 9.34 eV. The HOMO energy comes out at -8.4 eV.